# 1
Molecular formula: H4O2
Method: DFT, wB97M-V/def2-TZVPD

Geometry as XYZ:
```
6
H4O2, DFT wB97M-V/def2-TZVPD
H -1.30 0.57 0.66
H -0.53 -0.14 -0.30
H 1.87 -0.70 0.16
H 1.69 0.67 -0.51
O -1.45 -0.06 -0.06
O 1.24 0.01 0.06
```

Calculated values
- charge = 0
- gap between HOMO and LUMO (eV) = 11.261
- energy relative to the best compared isomer or geometry (same formula, charge and spin) (eV) = 0.136
- LUMO energy (Eh) = 0.0193
- HOMO energy (eV) = -10.736

# 2
Molecular formula: H4O2Sn
Method: DFT, wB97M-V/def2-TZVPD

Geometry as XYZ:
```
7
H4O2Sn, DFT wB97M-V/def2-TZVPD
Sn -0.15 1.12 -0.64
O -1.07 0.56 1.18
H -1.09 -0.13 1.84
H -0.90 1.36 1.67
O 0.74 -0.76 -1.34
H 1.64 -0.44 -1.30
H 0.82 -1.71 -1.40
```

Calculated values
- charge = +2
- gap between HOMO and LUMO (eV) = 11.318
- energy relative to the best compared isomer or geometry (same formula, charge and spin) (eV) = 0.309
- LUMO energy (Eh) = -0.4309
- HOMO energy (eV) = -23.042